No. 1
ORCA calculation (the ωB97M-V functional and the def2-TZVPD basis) on a gas-phase ion, C15H25BrNO2 (charge +1).

Calculated values
- HOMO: -11.3 eV
- SMILES string: CCCC[NH2+]CCOCCOc1ccc(C)cc1Br
- Total charge: +1
- Spin multiplicity: 1
- ΔE to the lowest compared entry with this formula, charge and spin: 361.8 kcal per mole

Last column: Löwdin charge in e.
Geometry (Å):
C -5.2552 -2.5055 1.0563  -0.062
H -5.3638 -3.3260 0.2769  0.121
H -5.1850 -2.8100 1.9554  0.012
H -6.0300 -1.7870 0.8415  0.093
C -3.9091 -2.0811 0.5343  -0.413
H -3.7982 -1.2121 1.4832  0.186
C -3.9606 -1.4573 -0.5634  -0.269
C -2.4879 -0.8772 -1.2553  -0.043
N -2.0036 0.2055 -0.3459  -0.032
H -0.8759 0.1717 -0.3125  0.105
H -2.2312 0.1144 0.7366  0.195
C -2.5905 1.6252 -0.6329  -0.043
H -3.5514 1.3401 -0.5769  0.085
H -2.1754 1.8931 -1.5089  0.088
C -1.9167 2.5028 0.3659  -0.256
O -0.5881 2.3364 0.7397  -0.140
C 0.2980 2.9027 -0.2914  -0.149
H 0.1551 4.0941 -0.1038  0.165
C 1.8094 2.7144 -0.2327  -0.135
H 2.3182 3.1905 -0.7593  0.025
H 1.9886 2.8037 0.7661  0.119
O 1.5967 1.3141 -0.2645  -0.128
C 2.8569 0.6303 -0.1346  -0.340
C 4.0654 1.0932 0.1931  -0.061
C 5.2055 0.3668 -0.0262  0.011
C 5.1521 -1.1627 0.2003  -0.227
C 3.8099 -1.9044 0.0055  0.077
C 2.7721 -0.7081 -0.2125  -0.352
Br 0.9079 -1.5890 -0.3115  0.712
H 3.6859 -2.8286 0.0764  -0.003
C 6.2563 -1.9768 0.3476  -0.111
H 6.6209 -2.3976 -0.6992  0.156
H 5.9913 -2.9573 0.9413  0.137
H 7.0083 -1.7150 0.9360  0.028
H 6.1504 0.5620 0.3806  0.090
H 4.3213 2.3130 0.0653  0.197
H -0.0408 2.8369 -1.5353  0.204
H -2.1853 3.5626 0.4841  0.138
H -2.3304 2.3499 1.5037  0.187
H -2.5657 -0.4110 -2.0671  0.032
H -1.7041 -1.8229 -0.8917  0.138
H -4.7165 -0.4317 -0.5882  0.194
H -4.2844 -2.1451 -1.4014  0.149
H -3.2203 -2.8168 0.8253  0.124

Forces on the atoms, in the same order (eV/Å):
C -0.5 -0.4 -8.7
H -1.2 0.1 1.5
H 0.0 -2.3 6.3
H -0.2 0.3 0.3
C -0.2 0.2 15.0
H 1.0 -1.7 -2.1
C 0.1 8.3 -14.3
C 0.2 -6.5 11.8
N 2.7 1.0 3.1
H -2.6 0.4 -0.2
H 0.3 -0.6 -2.6
C 4.8 -2.2 2.4
H -3.8 0.7 0.1
H 0.5 0.7 -3.7
C -2.5 1.5 7.0
O 2.7 -0.9 -3.2
C -2.0 6.9 -2.8
H 0.0 -2.3 -0.6
C -12.6 -8.9 9.2
H 8.0 6.9 -9.2
H 1.4 1.5 2.9
O 5.2 -2.6 -1.3
C -4.5 -1.3 -0.2
C 3.9 6.3 -2.4
C -0.7 -6.2 3.3
C -7.7 2.0 -2.8
C 2.8 17.1 -0.6
C 0.1 -7.9 0.7
Br 1.3 1.0 -0.1
H -1.6 -7.8 0.5
C 0.5 -6.8 -2.2
H -0.4 1.0 2.1
H 0.0 1.5 -1.3
H 3.7 2.1 2.0
H 1.4 1.8 -0.2
H -1.1 -3.2 0.9
H 0.5 -0.6 3.7
H 0.0 0.1 -1.7
H 0.0 -0.6 -2.5
H -0.4 2.5 -7.5
H -2.1 2.7 -2.4
H 1.8 -3.1 0.1
H -0.2 0.8 0.5
H 1.3 -1.1 -0.5



No. 2
ORCA calculation (the ωB97M-V functional and the def2-TZVPD basis) on C20H28N4O4 in the gas phase.

Calculated values
- HOMO: -9.0 eV
- SMILES string: CC(C)C(=O)N(C)CC(=O)N1C[C@H](CNC(=O)c2cnoc2C2CC2)[C@H]2C[C@H]21
- Spin multiplicity: 1
- ΔE to the lowest compared entry with this formula, charge and spin: 83.6 kcal per mole

Last column: Löwdin charge in e.
Geometry (Å):
C -4.8714 -3.8705 2.5927  -0.062
C -4.0364 -2.6811 3.0466  -0.346
C -3.6668 -2.7972 4.5290  -0.054
C -4.8190 -1.3889 2.8385  -0.436
O -6.0358 -1.3825 2.8677  0.069
N -4.1034 -0.2228 2.7102  -0.096
C -4.8320 0.9848 2.3597  -0.028
C -2.6954 -0.2065 2.4230  -0.083
C -2.3865 -0.5802 0.9699  -0.422
O -3.2444 -1.0122 0.2222  0.085
N -1.0937 -0.4232 0.5946  -0.006
C -0.6727 -0.6083 -0.7917  -0.069
C 0.4805 0.3918 -0.9891  -0.228
C 1.6009 -0.2150 -1.8262  -0.140
N 2.6638 0.7275 -2.1197  0.090
C 3.8450 0.7274 -1.4508  -0.445
O 4.0667 0.0064 -0.4914  0.063
C 4.8537 1.7087 -1.9139  -0.063
C 5.8330 2.3070 -1.0726  -0.069
N 6.5684 3.1607 -1.7133  0.090
O 6.1025 3.1466 -3.0196  0.022
C 5.0810 2.2855 -3.1249  -0.205
C 4.4755 2.1536 -4.4621  -0.216
C 5.3000 1.5592 -5.5737  -0.085
C 4.1530 0.7850 -5.0059  -0.110
C 0.9404 0.7463 0.4241  -0.165
C 0.0855 1.6864 1.2290  -0.032
C -0.0632 0.1967 1.3866  -0.213
H -5.1236 -3.7874 1.5360  0.086
H -4.3148 -4.7964 2.7471  0.079
H -5.8018 -3.9189 3.1565  0.082
H -3.1253 -2.6603 2.4468  0.120
H -3.0607 -1.9565 4.8724  0.071
H -4.5741 -2.8224 5.1348  0.090
H -3.1097 -3.7172 4.7115  0.080
H -5.8460 0.9044 2.7364  0.086
H -4.3420 1.8481 2.8122  0.087
H -4.8703 1.1177 1.2745  0.097
H -2.3087 0.7949 2.6237  0.128
H -2.1456 -0.8787 3.0837  0.122
H -0.3241 -1.6355 -0.9470  0.135
H -1.5204 -0.4439 -1.4538  0.128
H 0.1124 1.2883 -1.4975  0.146
H 2.0471 -1.0542 -1.2915  0.134
H 1.1968 -0.5918 -2.7689  0.131
H 2.5562 1.3601 -2.8937  0.132
H 6.0030 2.1232 -0.0238  0.131
H 3.8167 2.9683 -4.7403  0.148
H 5.1943 1.9967 -6.5554  0.106
H 6.2998 1.2355 -5.3215  0.114
H 4.3825 -0.0640 -4.3772  0.109
H 3.2566 0.6822 -5.6013  0.105
H 1.9959 0.6798 0.6473  0.132
H 0.5606 2.2364 2.0300  0.106
H -0.7173 2.2058 0.7193  0.116
H 0.2336 -0.2992 2.3012  0.151

Forces on the atoms, in the same order (eV/Å):
C 0.0 0.0 0.0
C 0.0 0.0 0.0
C 0.0 0.0 0.0
C 0.0 0.0 0.0
O 0.0 0.0 0.0
N 0.0 0.0 0.0
C 0.0 0.0 0.0
C 0.0 0.0 0.0
C 0.0 0.0 0.0
O 0.0 0.0 0.0
N 0.0 0.0 0.0
C 0.0 0.0 0.0
C 0.0 0.0 0.0
C 0.0 0.0 0.0
N 0.0 -0.1 -0.1
C 0.0 0.1 0.1
O 0.0 0.0 0.0
C -0.1 0.1 0.0
C 0.1 -0.1 0.0
N 0.0 0.0 0.0
O 0.0 0.0 0.0
C 0.0 0.0 0.0
C 0.0 0.0 0.0
C 0.0 0.0 0.0
C 0.0 0.0 0.0
C 0.0 0.0 0.0
C 0.0 0.0 0.0
C 0.0 0.0 0.0
H 0.0 0.0 0.0
H 0.0 0.0 0.0
H 0.0 0.0 0.0
H 0.0 0.0 0.0
H 0.0 0.0 0.0
H 0.0 0.0 0.0
H 0.0 0.0 0.0
H 0.0 0.0 0.0
H 0.0 0.0 0.0
H 0.0 0.0 0.0
H 0.0 0.0 0.0
H 0.0 0.0 0.0
H 0.0 0.0 0.0
H 0.0 0.0 0.0
H 0.0 0.0 0.0
H 0.0 0.0 0.0
H 0.0 0.0 0.0
H 0.0 0.0 0.0
H 0.0 0.0 0.0
H 0.0 0.0 0.0
H 0.0 0.0 0.0
H 0.0 0.0 0.0
H 0.0 0.0 0.0
H 0.0 0.0 0.0
H 0.0 0.0 0.0
H 0.0 0.0 0.0
H 0.0 0.0 0.0
H 0.0 0.0 0.0



No. 3
ORCA calculation (the ωB97M-V functional and the def2-TZVPD basis) on C5H6O3 in the gas phase.

Calculated values
- HOMO: -9.7 eV
- SMILES string: O=C[C@@H]1OCCC1=O
- Spin multiplicity: 1
- ΔE to the lowest compared entry with this formula, charge and spin: 30.4 kcal per mole

Last column: Löwdin charge in e.
Geometry (Å):
C -0.2101 -2.2055 -0.1857  -0.176
C 0.2467 -0.8653 0.5015  -0.178
C -0.9395 1.2123 0.4710  -0.141
C 0.2966 1.3893 -0.5088  -0.044
C 0.9319 0.0949 -0.5012  -0.361
H 0.7190 -2.9156 -0.2945  0.157
H 0.9204 -1.1752 1.2761  0.146
H -0.9955 1.9905 1.2016  0.108
H -1.8618 1.2504 -0.0736  0.110
H 0.1347 1.8596 -1.4303  0.111
H 0.9806 2.1160 0.0081  0.154
O -1.3518 -2.4466 -0.4431  0.090
O -0.7803 -0.0552 1.1063  -0.083
O 1.9091 -0.2498 -1.1274  0.107

Forces on the atoms, in the same order (eV/Å):
C 0.9 0.5 0.8
C -1.4 1.2 -0.6
C 1.1 -0.4 -1.6
C -0.9 1.9 3.5
C 1.7 -2.5 -0.3
H -1.6 0.8 -0.2
H 0.7 -0.1 0.4
H 0.2 0.3 0.7
H -0.6 -0.2 -0.4
H -0.5 0.2 -1.5
H -0.2 -0.8 -0.4
O 0.6 -0.3 -0.2
O 0.4 -0.8 -0.2
O -0.4 0.2 0.0



no.,maximum force (eV/Å),DFT total energy (eV)
1,17.953,-91566.667
2,0.107,-35343.500
3,4.043,-11423.093